Record 1
DFT (ωB97M-V/def2-TZVPD) results for 5 unconnected molecules or ions with the total composition C32H31BINO18.

HOMO (eV): -9.353
Total charge: 0
Lowest unoccupied orbital energy (eV): -1.749
Gap between HOMO and LUMO (eV): 7.605
SMILES: O=C1C=C(O)C(=O)C=C1O.O=C1C=C(O)C(=O)C=C1O.O=C1C=C(O)C(=O)C=C1O.O=C1C=C(O)C(=O)C=C1O.CC(=O)NCCCCBCC(=O)I

Last column: Mulliken charge in e.
Geometry (Å):
1 H -1.03950 -3.40770 -1.46247  0.31
2 H -2.65542 3.18085 -0.35658  0.26
3 H -0.92058 2.81895 -0.07074  0.09
4 H 5.24460 -2.87937 1.47056  0.29
5 C -8.03905 2.32977 -3.59699  0.98
6 H 0.64982 3.43943 -4.28389  0.32
7 H -0.63165 1.75346 -3.34527  0.33
8 O 1.08900 -1.78152 -2.45617  -0.43
9 O -4.43973 2.60832 -2.96110  -0.27
10 H 1.63092 -5.25189 1.29257  0.07
11 H -2.52450 0.92745 0.27575  0.44
12 O 1.50577 -6.17608 1.59984  -0.50
13 H 0.97733 -8.19916 3.19018  0.45
14 H -2.49423 5.55753 2.80759  0.34
15 H 2.66312 3.26893 5.49820  0.35
16 I 2.47858 -3.64590 -0.65820  0.03
17 O 9.89691 -2.77456 -2.01512  -0.57
18 O -1.37891 3.96114 1.99528  -0.53
19 H -2.91409 0.85877 -1.44168  0.26
20 O -9.11522 2.75949 -3.21928  -0.63
21 C 0.32797 -5.72450 5.58505  0.39
22 C 6.82287 -2.20848 0.75564  0.42
23 O 1.50464 4.81115 6.34914  -0.61
24 H -0.17759 -6.59008 7.14731  0.35
25 C 0.88727 -7.20490 3.60473  -0.92
26 C 0.48093 -7.09475 5.00098  1.01
27 C -1.07283 5.21370 3.95210  0.22
28 O 1.25744 -3.76307 2.78576  -0.49
29 H 7.91221 -4.47267 -1.68935  0.42
30 C 7.92332 -3.59169 -1.06295  -1.04
31 H -0.63177 6.21412 5.77056  0.42
32 O 0.25881 -8.06197 5.70543  -0.61
33 C -6.86249 0.83462 -5.17961  -1.11
34 O 9.79886 -0.65270 -0.37476  -0.61
35 C 0.82950 4.65235 5.35014  0.87
36 C -8.01154 1.32848 -4.70864  0.33
37 H -0.34394 4.90536 -4.62563  0.29
38 C 8.88859 -1.45329 -0.26963  0.98
39 H 7.79103 -0.39734 1.28920  0.42
40 C -5.58494 1.26347 -4.61186  1.06
41 H 0.47144 -3.63026 5.27805  0.43
42 O -2.45121 3.16308 -5.16490  -0.47
43 H 10.45163 -1.98300 -1.87385  0.35
44 H -9.86445 1.45791 -4.69273  0.35
45 O 5.79874 -2.08610 1.60563  -0.56
46 C 0.51755 3.36537 3.25675  -0.89
47 B -1.42293 -1.29873 -0.98604  0.26
48 C -1.76912 2.64985 -0.74245  -0.07
49 C 0.86596 -2.46700 -1.56111  0.35
50 H -0.28067 0.47985 -1.77186  0.18
51 C 6.83591 -3.43573 -0.10349  0.99
52 O 5.94379 -4.25343 0.02390  -0.58
53 C -2.12401 1.14580 -0.73495  -0.66
54 C -0.88175 0.19314 -0.89316  -0.61
55 O -4.51618 0.85235 -5.01370  -0.55
56 C -5.61440 2.24885 -3.47893  0.14
57 C -6.77032 2.74227 -3.01246  -0.61
58 O 2.33930 2.90951 4.64931  -0.56
59 H -0.24688 0.36248 -0.00125  0.19
60 C -0.18155 3.84465 -4.87783  -1.23
61 H -3.75534 2.12201 -3.47233  -0.01
62 C -0.51034 -2.61010 -0.90296  -0.42
63 C 1.00615 -4.73336 3.47584  0.99
64 H -6.83159 0.11189 -5.98294  0.43
65 H 0.79725 2.60683 2.53876  0.53
66 O -0.06898 -5.66274 6.85952  -0.57
67 C -0.68491 4.14301 2.97961  0.98
68 H -0.45744 3.68865 -2.12882  0.47
69 C 1.23236 3.59931 4.36332  0.34
70 C 7.78796 -1.28576 0.67344  -0.93
71 H -2.20007 4.05007 -2.38110  0.35
72 C -1.48208 3.09828 -4.49342  0.45
73 O -9.19937 0.95659 -5.20283  -0.57
74 C -1.47577 3.25398 -2.15624  -0.81
75 H -2.59595 -1.47076 -1.12118  -0.10
76 H -0.01833 3.77834 -5.96017  0.39
77 H -6.80636 3.45319 -2.19887  0.44
78 H -0.37748 -2.95545 0.13900  0.23
79 C 1.13401 -6.10520 2.88195  0.36
80 C -0.36053 5.44578 5.06022  -0.87
81 O -2.16656 5.92140 3.65268  -0.59
82 N -1.51193 2.26884 -3.28351  -0.24
83 C 8.88630 -2.66709 -1.14736  0.40
84 C 0.57665 -4.62430 4.86638  -1.08

Record 2
DFT (ωB97M-V/def2-TZVPD) results for a molecular structure, C32H31BrCdF4N9S2.

HOMO (eV): -4.758
Total charge: -1
Lowest unoccupied orbital energy (eV): 2.075
Gap between HOMO and LUMO (eV): 6.833

Last column: Mulliken charge in e.
Geometry (Å):
1 C -1.94810 -3.50048 -1.39744  -0.88
2 F 2.14652 2.20870 0.06973  -0.32
3 C 0.36257 -1.81541 -1.80789  -1.57
4 C -1.57280 1.75570 2.45419  0.56
5 Br -4.54068 5.12380 -0.13541  -0.13
6 C 2.82436 2.44761 3.60752  0.45
7 N -0.94018 1.02118 1.77173  -1.26
8 C 0.79346 -1.36106 -4.20666  -0.61
9 N -3.85804 1.29133 4.75993  -0.62
10 H -1.87473 -0.27928 -2.63029  0.19
11 N -0.37789 -1.65081 -0.65601  1.18
12 N 0.93456 -1.20289 3.20533  -0.40
13 N 2.32320 3.64547 3.21841  -0.39
14 F 3.64346 0.72631 0.77275  -0.26
15 H 2.95216 -2.07576 0.44065  0.00
16 C 2.41652 0.81983 0.11652  -0.41
17 C -3.13202 6.09066 -0.84765  0.16
18 H 0.25893 7.60614 -1.69447  0.33
19 Cd 0.48619 -0.48121 1.01695  3.47
20 H -1.45183 -0.02334 -5.21956  0.39
21 F 2.64308 0.40639 -1.17803  -0.25
22 H 0.42819 -3.14579 0.84203  -0.10
23 C 0.08166 -1.05130 -2.99215  0.99
24 H 0.58931 1.44295 -2.37866  0.21
25 C 1.92063 -3.65355 -0.70990  0.58
26 H -4.55441 -1.87010 0.86563  0.54
27 C 2.89331 0.22688 3.80349  0.19
28 H -1.32342 -3.51708 3.85598  0.27
29 H -1.26438 6.96596 -3.52537  0.37
30 C 2.67288 -2.20427 4.47023  -0.52
31 C 0.94912 -4.00101 0.35831  -1.25
32 N -1.01637 6.99913 -0.22195  -0.53
33 H -1.05516 2.19366 -2.37130  0.59
34 C 0.42541 -2.34874 3.56860  0.14
35 H -1.24320 -3.80886 -2.13698  0.52
36 H 2.58431 4.52693 3.62265  0.22
37 C -1.23295 0.68511 -4.35204  -2.02
38 C -0.47721 1.29092 -2.13411  -0.90
39 H 3.69093 -3.71474 0.48227  0.44
40 C 4.15135 0.52636 4.25980  -0.49
41 N -2.30056 2.51866 3.19823  -0.82
42 C 1.58570 -2.49445 -4.31054  -1.11
43 N -0.81893 -2.79748 3.29372  -0.20
44 H 1.36670 3.55654 2.92134  0.21
45 C -1.55634 -2.36478 -0.58644  -0.21
46 H -2.52495 6.78858 1.11871  0.41
47 H -3.44713 -4.76638 -2.20976  0.37
48 C -2.24147 6.61937 0.08005  -0.24
49 C 1.35939 -2.87426 -1.90506  1.12
50 H 2.32129 -4.55495 -1.16050  0.46
51 C -0.90251 0.07874 -3.00191  1.23
52 S 1.46595 -3.42217 4.57277  -0.25
53 C -1.58787 6.81652 -2.52055  -0.44
54 H -0.55584 1.08001 -1.09156  -0.38
55 C -2.78167 6.22162 -2.21570  -0.17
56 S 4.42959 2.21892 4.32842  -0.28
57 H 0.67342 -0.67802 -5.06962  0.35
58 C -3.89594 -2.39594 0.21670  -0.74
59 N 2.15102 1.34912 3.38876  -0.25
60 C -4.24138 -3.36710 -0.69570  -0.62
61 H -2.07500 1.38409 -4.29272  0.44
62 C -2.55161 -1.98324 0.23423  0.23
63 H -1.42317 -2.06977 2.88615  0.07
64 H 1.39411 -4.54105 1.18639  0.48
65 C -3.24151 -3.98651 -1.46197  -0.86
66 H 0.09825 -4.57341 -0.02289  0.30
67 H 3.52708 -2.27927 5.18537  0.33
68 H 2.65770 -4.03790 -3.17201  0.29
69 H 4.88612 -0.13816 4.63995  0.44
70 H -0.40995 1.34298 -4.74514  0.37
71 H 1.87233 -2.93432 -5.29178  0.28
72 H -5.21977 -3.65966 -0.83705  0.48
73 C 2.19015 -1.02413 3.85115  -0.03
74 H -3.37764 5.75369 -3.00703  0.39
75 C 1.94929 -3.17863 -3.13178  -0.60
76 H 3.80501 -2.68022 -1.01565  0.39
77 C -3.13528 1.78556 3.98613  0.41
78 C -0.68771 7.07607 -1.47163  -0.16
79 C 3.19925 -2.94443 -0.14302  -1.36
80 F -2.26486 -1.13955 1.30511  -0.26

In order of appearance, maximum force = 0.06458 0.07794 hartree/bohr.
In order of appearance, energy relative to the best compared isomer or geometry (same formula, charge and spin) = 15.9 31.9 kcal per mole.